Record 1
# C36H48BClFeN7S3

C36H48BClFeN7S3 as an isolated structure at a distorted geometry (ωB97M-V/def2-TZVPD, OMol25).

```
97
Properties=species:S:1:pos:R:3
H 1.25 -4.73 -2.13
C -3.69 -0.89 -0.69
C 2.37 -2.20 4.66
C -0.11 1.05 -4.51
C -3.64 1.16 0.86
C -3.75 3.16 2.32
C -1.56 2.20 1.36
H 4.99 2.60 3.97
C 2.54 -4.23 0.20
H 0.23 -4.72 1.45
C 0.60 1.70 -5.51
H 2.45 -5.28 0.50
H -0.28 -1.72 3.91
C 0.91 1.04 -6.69
H -4.56 3.60 1.73
H 0.93 2.72 -5.37
H -0.36 -4.11 -1.72
N 1.35 1.01 1.87
N -0.62 4.47 -1.14
B 0.53 1.03 0.58
S -0.58 3.40 2.03
H -3.34 -2.43 -2.15
H -1.89 -2.00 -1.22
H 4.93 2.86 2.22
H -2.48 -0.93 -2.50
H -4.53 -2.79 -0.05
H -4.72 1.07 0.98
N 1.06 0.09 2.81
H 2.95 -3.67 1.03
H -1.09 -0.77 -3.94
C 0.54 -4.56 -1.31
C 1.32 -2.28 -0.71
H -0.60 7.50 -1.98
H 3.43 -1.94 4.63
C 1.95 -0.74 -2.47
Cl 0.89 -1.10 -8.33
C -0.93 5.56 -1.25
H -2.30 7.01 -1.92
H 2.67 -1.32 -4.40
H -3.10 3.95 2.69
H 3.67 -0.14 -3.55
C -3.00 2.15 1.50
H -5.64 0.12 -0.74
H -4.65 0.37 -2.19
S 2.43 3.04 0.64
H 3.54 0.91 4.88
H 3.25 -4.18 -0.64
C -1.34 6.96 -1.40
C 0.01 -1.36 4.90
C 1.83 -0.42 6.34
C -4.11 -1.89 0.41
H 2.31 -2.83 -2.55
S 1.14 1.94 -2.14
C 1.81 0.07 3.87
H 2.90 -0.32 6.50
H -0.56 -1.94 -6.05
C -2.95 0.23 0.01
N 0.98 -0.06 -0.43
C 1.15 -3.69 -0.19
C 4.34 2.85 3.14
C 1.90 -2.01 -1.96
C -2.78 -1.61 -1.70
N -1.67 0.29 -0.14
H -5.45 -1.18 -1.90
H -4.21 2.67 3.18
H -0.70 2.76 -3.31
C 0.22 -3.72 1.02
C -0.52 -0.26 -4.71
C -0.37 1.73 -3.20
H -1.44 7.41 -0.42
C 1.37 0.25 -1.65
H 1.35 0.54 6.52
N -0.97 1.23 0.59
H 1.46 1.54 -7.48
C 0.50 -0.27 -6.87
N 0.92 -1.28 0.06
C 3.20 1.88 3.04
C -4.93 -0.35 -1.42
H -0.81 -3.48 0.73
H 2.09 -2.66 3.71
C 1.49 -0.97 4.94
C -0.23 -0.93 -5.89
H 0.52 -3.00 1.78
C 2.33 1.90 1.92
H 1.46 -1.12 7.09
C 2.91 0.96 4.00
H -1.09 1.19 -2.59
H 2.17 0.38 -4.31
H 3.96 3.86 3.28
H -4.88 -1.46 1.06
H 2.23 -2.94 5.45
H -0.17 -2.16 5.62
H -3.26 -2.18 1.03
H 0.28 -5.53 -0.90
C 2.64 -0.43 -3.76
Fe 0.24 2.89 -0.12
H -0.62 -0.51 5.16
```

Summary:
Multiplicity ... 2
⟨S²⟩ ... 0.79
Total energy ... -4726.79108 a.u.
Total charge ... +2

---

Record 2
# C6H8

An isolated molecule of C6H8 (ωB97M-V/def2-TZVPD, OMol25).

```
14
Properties=species:S:1:pos:R:3
H -1.43 -0.36 1.65
H 1.11 0.86 -2.39
H 0.14 -0.68 -2.21
H -0.59 2.08 -0.96
C 0.43 0.27 -1.78
C 0.37 -0.85 0.61
H -1.54 0.53 -0.78
H 1.41 1.00 0.08
H 0.04 0.07 2.53
H -0.48 -1.63 2.45
C 0.91 -1.93 0.12
C -0.41 -0.69 1.89
C -0.57 1.00 -0.93
C 0.62 0.34 -0.28
```

Summary:
Multiplicity ... 1
Total energy ... -233.25227 a.u.

---

Record 3
# C3H10N6O3

C3H10N6O3 as an isolated structure at a distorted geometry (ωB97M-V/def2-TZVPD, OMol25).

```
22
Properties=species:S:1:pos:R:3
H -1.01 0.52 3.34
H -1.69 -1.11 1.68
C -0.22 -0.22 0.19
O 2.54 2.70 -0.99
H 0.24 1.33 2.31
H -0.10 -1.37 2.00
H -1.38 -2.97 -1.32
N -0.79 -2.36 -0.75
O 1.12 1.46 0.96
N -1.47 -0.56 -1.82
H -0.31 -2.67 0.14
H 3.41 3.02 -1.01
N 2.48 1.53 -1.61
N 1.76 0.61 -1.50
C -0.82 -1.09 -0.83
N 0.71 0.68 0.05
H -1.82 -1.10 -2.61
O 1.49 -0.37 -2.09
H -1.36 1.33 1.84
N -0.70 0.69 2.41
C -0.72 -0.49 1.56
H -1.34 0.45 -1.95
```

Summary:
Multiplicity ... 1
Total energy ... -673.64969 a.u.
Total charge ... +2

---

Record 4
# C34H39BrCoN4O2P2

C34H39BrCoN4O2P2 as an isolated structure at a distorted geometry (ωB97M-V/def2-TZVPD, OMol25).

```
83
Properties=species:S:1:pos:R:3
H -0.22 -3.38 1.54
H -1.96 1.42 -2.01
H -6.11 -1.99 0.38
O -1.82 -0.59 3.28
C -1.54 -2.50 6.96
P -1.53 -0.63 -0.84
N 0.20 2.26 2.36
H 1.89 3.47 1.75
C 3.91 0.97 0.03
H 1.15 -0.96 -3.48
H 2.14 0.33 -5.94
C -5.31 -1.37 0.00
C 1.06 3.77 3.81
C 2.48 0.11 -4.90
C 0.72 -3.20 6.45
H -3.49 -2.70 0.04
N 1.76 0.90 0.69
H 1.62 -1.29 0.91
H 1.96 4.08 -4.11
C -1.12 1.02 -1.44
H -2.47 -1.23 5.47
N -3.26 -0.67 -0.65
C -0.08 3.15 4.42
C -0.69 -1.05 3.56
N -1.27 -1.73 -2.16
H 3.02 -0.85 -4.93
C -3.99 -1.76 -0.16
H 4.48 0.86 -4.67
H -2.42 -2.50 7.61
C -1.58 -1.78 5.76
C -0.48 -2.89 -2.10
H -0.70 0.72 -3.98
C 1.50 3.32 -3.45
H 0.85 3.89 -2.76
C 3.46 1.24 -4.49
H -0.28 0.84 -2.14
H 4.08 1.19 -2.39
C -1.98 -1.75 -3.37
C 2.54 2.63 -2.62
C 1.19 3.24 2.54
C -0.59 2.05 -0.42
H 1.61 -3.75 6.71
P -0.02 1.19 1.07
H -0.38 2.91 -4.38
H -6.30 0.62 -0.39
H 4.85 1.37 -0.30
H -2.61 -0.93 -3.65
C 3.34 1.66 -3.05
H 1.00 2.50 -5.39
C 0.37 0.99 -3.96
C -0.39 -3.20 7.31
C 2.78 1.73 0.29
H -1.47 1.60 3.55
H 0.24 2.65 -0.85
C 1.29 0.01 -4.00
H 4.20 -1.25 0.10
H -0.33 -4.63 -3.40
Br 2.19 -2.66 4.10
C -1.02 -2.80 1.02
H 3.32 2.09 -5.18
H -0.34 -3.75 8.24
C 2.23 -0.42 0.60
C 0.61 2.43 -4.35
C 0.67 -2.51 5.22
H 0.17 -3.06 -1.25
H 2.61 2.80 0.21
C 3.56 -0.39 0.23
H -1.37 2.75 -0.10
C -0.49 -1.78 4.88
C -4.14 0.40 -0.81
O 0.35 -0.97 2.79
C -0.75 -3.66 -3.22
H 2.81 3.20 -1.71
C -5.41 0.00 -0.41
H -3.79 1.34 -1.18
H 1.71 4.52 4.24
H -1.85 -2.64 1.72
Co -0.11 -1.02 0.68
C -1.69 -2.94 -4.03
H -2.10 -3.27 -4.96
H -1.37 -3.36 0.15
C -0.61 2.24 3.51
H -0.45 3.35 5.41
```

Summary:
Multiplicity ... 4
⟨S²⟩ ... 3.77
Total energy ... -6327.77862 a.u.

---

Record 5
# C46H40Co2N2O5PS

C46H40Co2N2O5PS as an isolated structure at a distorted geometry (ωB97M-V/def2-TZVPD, OMol25).

```
97
Properties=species:S:1:pos:R:3
H -1.46 6.64 -1.01
C 5.59 2.83 -0.70
C -2.55 4.13 -3.01
H -3.83 -4.16 0.33
C -1.12 -1.90 1.03
H -3.30 3.89 -3.78
N 3.40 2.24 3.81
C 4.96 2.84 2.06
H 5.98 2.60 1.73
C -4.07 -3.65 -3.04
P -1.87 -2.88 -1.50
C 1.55 -4.76 -2.75
C -0.97 -3.28 3.01
C 3.91 2.34 6.23
C 3.97 2.21 1.09
C -1.63 -1.45 -4.16
C -1.50 -4.30 0.88
H 1.58 2.40 8.70
C -3.40 -0.39 -2.73
C -0.73 -4.13 -2.22
C -2.45 5.39 -2.45
C -2.40 1.18 -0.13
C 1.65 2.06 5.31
Co -1.69 -1.06 -2.49
C -1.50 5.66 -1.46
H 0.05 1.99 6.76
C 1.08 -5.92 -3.36
H 5.72 3.13 -1.74
H -6.97 -5.30 -2.38
O -1.75 1.82 0.59
H -6.12 -5.05 -0.04
H 2.34 1.70 -0.92
N 2.56 2.22 1.55
O -6.02 1.43 -0.25
H 3.29 2.36 -2.29
C -6.02 -4.79 -2.20
H 1.78 -6.62 -3.81
C 1.98 2.32 7.69
C -0.86 -2.03 2.40
C -1.84 1.76 -3.14
H 4.90 3.93 2.01
H 0.05 4.78 -0.20
H 0.04 2.59 -1.44
Co -3.48 0.24 -1.07
C -1.69 3.10 -2.59
C -5.31 -4.24 -3.26
C -0.17 -0.42 -2.01
C -4.97 1.04 -0.58
C -1.20 -5.31 -2.81
H -0.57 -1.15 2.98
H -1.71 -5.18 0.27
H -5.71 -4.28 -4.28
O -5.01 -1.68 0.53
H -1.45 1.59 -4.17
H -3.16 6.15 -2.77
C 3.03 2.16 5.15
C -0.68 3.39 -1.64
C -5.53 -4.69 -0.89
H 6.03 1.83 -0.56
H 2.62 -4.55 -2.71
C -3.53 -3.64 -1.74
C 1.12 2.09 6.60
O -1.60 -1.81 -5.27
C 3.36 2.45 7.51
H -4.12 -0.71 -3.45
C -0.64 4.64 -1.03
C -0.29 -6.20 -3.40
C -4.32 -1.05 -0.16
C 3.57 4.26 -0.34
H 4.33 1.17 0.99
H 4.99 2.41 6.09
H -2.27 -5.55 -2.79
C -1.48 -3.03 0.28
H -3.51 -3.21 -3.86
H 1.00 -2.95 -1.67
C 4.81 2.38 3.47
C 0.65 -3.86 -2.17
H -0.80 -3.38 4.08
S 0.88 2.01 3.72
H 4.27 4.94 0.18
C -4.26 -4.15 -0.67
C -1.27 -4.42 2.25
H 2.59 4.31 0.15
H 5.31 1.42 3.64
H 4.01 2.67 8.35
H 6.15 3.54 -0.08
C 2.42 2.16 2.85
C 4.10 2.82 -0.32
H 3.48 4.59 -1.38
O 0.85 0.02 -1.67
H 3.89 0.94 -1.38
H -1.05 -0.92 0.54
H -1.32 -5.41 2.72
C 3.35 1.90 -1.29
H 5.27 3.13 4.13
C -2.63 0.80 -2.55
H -0.67 -7.12 -3.86
```

Summary:
Multiplicity ... 1
Total energy ... -5767.61763 a.u.
Total charge ... -1

---

Record 6
# C14H27BiI2O4PS2Yb

C14H27BiI2O4PS2Yb as an isolated structure at a distorted geometry (ωB97M-V/def2-TZVPD, OMol25).

```
52
Properties=species:S:1:pos:R:3
H 1.66 -0.20 5.16
H 4.96 -0.92 -3.59
H -5.01 -0.90 -0.01
C -3.82 1.59 -0.38
C 4.14 0.11 -1.11
H -1.99 -1.99 3.99
C -3.97 0.08 -2.40
H 3.70 0.29 -3.81
Yb 0.18 1.47 -2.74
H 3.22 -3.08 -2.17
C -0.92 -1.86 4.22
H 4.84 -2.56 -1.65
O 2.55 4.02 -2.55
O -0.63 0.15 2.31
C -0.71 3.64 -2.33
H -0.76 -1.93 5.31
S 1.64 -0.71 -1.94
C -3.92 -0.89 -0.11
H 3.81 -0.02 -0.06
H -5.07 0.07 -2.40
H -3.36 1.73 0.61
H -2.07 1.35 4.37
H -3.64 0.88 -3.06
S -1.53 0.13 -1.05
H -0.46 1.86 4.95
H 2.00 -0.93 3.55
P -0.30 -0.22 3.78
Bi 0.28 -0.86 0.37
C 0.76 2.24 -0.58
C 1.47 -0.12 4.07
H 3.91 1.15 -1.42
H -0.31 -2.65 3.76
H 3.36 -1.41 -4.14
H -3.50 -0.80 0.89
O -1.00 4.66 -1.89
H -3.49 2.43 -1.01
H 5.23 -0.04 -1.15
C -1.13 1.00 4.81
O 1.06 3.02 0.22
H 1.82 0.85 3.70
C 3.47 -0.92 -2.01
C 3.89 -0.73 -3.47
H -4.92 1.66 -0.27
H -3.62 -0.85 -2.86
I -1.42 -3.09 -3.90
H -3.59 -1.86 -0.52
I -1.18 -3.98 -1.40
H 3.49 -2.49 -0.51
C -3.44 0.24 -0.99
C 1.85 3.14 -2.85
C 3.77 -2.35 -1.56
H -1.33 0.58 5.80
```

Summary:
Multiplicity ... 2
⟨S²⟩ ... 0.76
Total energy ... -3955.51447 a.u.
Total charge ... +4